Molecular formula: C7H15NO2
Method: DFT, the ωB97M-V functional and the def2-TZVPD basis

XYZ file:
```
25
Properties=species:S:1:pos:R:3:forces:R:3:lowdin_charge:R:1
C 0.1933 -0.7310 -1.2204 1.157 -1.468 0.927 -0.161
C -2.0773 1.1221 -0.7583 0.132 -0.730 -0.930 -0.004
C -0.5790 1.2240 -0.5562 0.491 3.749 1.815 -0.437
N -0.8239 -1.7401 -1.2583 -0.118 -0.340 0.090 -0.013
O 0.1347 2.0262 -1.2078 -1.203 -1.590 0.747 -0.010
H -0.5319 -2.5897 -1.7263 -0.036 0.102 0.157 0.078
H -1.7115 -1.4509 -1.6385 0.102 0.153 -0.108 0.056
H 1.1695 -1.2119 -1.2627 0.018 -0.342 0.238 0.091
H 0.2507 -0.1432 -2.1373 -0.332 0.800 0.467 0.104
H -2.4913 0.1442 -0.5174 0.091 -0.093 0.069 0.072
H -2.3325 1.3850 -1.7871 -0.032 -0.026 0.068 0.092
H -2.5649 1.8238 -0.0770 0.338 0.122 -0.020 0.101
C 2.1657 0.0363 0.6443 0.757 0.278 -0.207 -0.045
C 0.2346 -1.4368 1.4590 0.013 0.026 0.001 -0.063
C 0.6872 -0.2028 0.7301 -0.441 -0.935 -1.734 -0.309
C -0.1490 1.0128 0.9555 -0.289 0.925 -1.680 -0.306
O 0.5196 2.1758 1.3845 -0.001 -0.164 -0.122 -0.024
H 0.8194 2.6073 0.5539 -0.161 -0.205 0.309 0.097
H -1.0182 0.8293 1.5894 0.115 -0.022 0.079 0.150
H 2.7463 -0.8393 0.9448 -0.170 -0.136 -0.322 0.087
H 2.4593 0.3545 -0.3636 -0.025 -0.216 0.058 0.093
H -0.8258 -1.6364 1.2831 0.140 0.018 -0.012 0.076
H 0.8058 -2.3182 1.1589 -0.062 0.052 -0.022 0.086
H 0.3779 -1.2920 2.5373 0.043 0.077 -0.082 0.100
H 2.5412 0.8510 1.2699 -0.528 -0.036 0.213 0.088
```
Forces are in eV/Å.

Results
HOMO level ... -8.515 eV
Gap between HOMO and LUMO ... 9.3 eV
Relative energy (zero: lowest compared OMol25 entry of this formula, charge and spin) ... 385.7 kJ/mol
E_tot ... -480.83856 Eh
M ... 145.2 Da